Entry a
Molecular formula: C3H8N3S
Method: DFT, wB97M-V/def2-TZVPD

Element x y z (Å)
C1 -0.379 1.493 -0.285
C2 1.141 1.541 0.092
C3 0.323 -1.027 -0.427
N1 -1.842 -0.047 0.676
N2 -0.787 0.093 0.114
N3 0.126 -2.287 0.018
S1 1.537 -0.252 0.567
H1 -1.016 2.189 0.403
H2 -0.623 1.829 -1.270
H3 1.794 1.934 -0.755
H4 1.366 2.120 1.023
H5 0.571 -0.965 -1.504
H6 -2.100 -1.000 0.945
H7 -0.632 -2.870 -0.370
H8 0.522 -2.750 0.775

Output
**Orbital gap**: 8.508 eV
**Net charge**: +1

These are the Löwdin partial charges, in e, on atoms 1 to 6: atom 1 (C): -0.135, atom 2 (C): -0.342, atom 3 (C): -0.594, atom 4 (N): 0.267, atom 5 (N): -0.188, atom 6 (N): 0.045

Entry b
Molecular formula: C3H8N3S
Method: DFT, wB97M-V/def2-TZVPD

Element x y z (Å)
C1 1.202 -1.606 -0.414
C2 -0.023 1.347 0.832
C3 -2.404 2.123 1.012
N1 2.476 -1.706 -0.701
N2 -1.118 1.673 1.140
N3 0.146 -1.375 -1.256
S1 1.437 0.800 0.596
H1 0.867 -1.807 0.569
H2 -3.053 1.279 1.310
H3 -2.462 3.016 1.523
H4 -2.625 2.121 -0.145
H5 3.141 -1.961 0.007
H6 2.696 -1.666 -1.716
H7 -0.676 -1.343 -0.682
H8 0.397 -0.895 -2.076

Output
**Orbital gap**: 9.265 eV
**Net charge**: +1

These are the Löwdin partial charges, in e, on atoms 1 to 6: atom 1 (C): -0.334, atom 2 (C): -0.673, atom 3 (C): -0.073, atom 4 (N): 0.159, atom 5 (N): 0.000, atom 6 (N): 0.166

Stability check: which of them is least stable? entry a.

Entry a
Molecular formula: C3H8N3S
Method: DFT, wB97M-V/def2-TZVPD

Element x y z (Å)
C1 0.486 1.253 0.524
C2 0.472 -0.948 -0.152
C3 -1.646 0.102 0.719
N1 -0.209 0.155 0.451
N2 1.802 1.128 0.352
N3 -0.138 -1.060 -1.492
S1 2.274 -0.489 0.030
H1 0.044 2.163 0.616
H2 0.269 -1.884 0.539
H3 -2.164 0.086 -0.211
H4 -1.925 -0.887 1.267
H5 -2.055 1.030 1.278
H6 2.437 1.955 0.188
H7 0.388 -0.553 -2.216
H8 -0.035 -2.051 -1.892

Output
**Orbital gap**: 9.782 eV
**Net charge**: +1

These are the Löwdin partial charges, in e, on atoms 1 to 6: atom 1 (C): -0.130, atom 2 (C): -0.564, atom 3 (C): -0.002, atom 4 (N): -0.159, atom 5 (N): -0.249, atom 6 (N): 0.045

Entry b
Molecular formula: C3H8N3S
Method: DFT, wB97M-V/def2-TZVPD

Element x y z (Å)
C1 -0.135 -0.084 1.910
C2 1.390 -0.182 -0.181
C3 -0.443 -0.209 -1.917
N1 -0.935 0.098 2.830
N2 -0.842 -0.189 0.416
N3 0.005 0.292 -0.617
S1 1.549 0.141 1.584
H1 1.212 -1.289 -0.314
H2 2.117 0.466 -0.698
H3 -1.024 -1.142 -1.686
H4 -1.270 0.476 -2.309
H5 0.538 -0.171 -2.509
H6 -0.588 0.234 3.714
H7 -1.716 0.284 0.411
H8 0.143 1.277 -0.632

Output
**Orbital gap**: 10.764 eV
**Net charge**: +1

These are the Löwdin partial charges, in e, on atoms 1 to 6: atom 1 (C): -0.610, atom 2 (C): -0.357, atom 3 (C): 0.016, atom 4 (N): 0.166, atom 5 (N): 0.047, atom 6 (N): -0.278

Stability check: which of them is least stable? entry b.

Entry a
Molecular formula: C4H9N
Method: DFT, wB97M-V/def2-TZVPD

Element x y z (Å)
C1 -2.189 2.431 0.561
N1 -2.325 3.260 1.599
H1 -1.943 1.381 0.632
H2 -2.282 2.869 -0.443
H3 -2.806 4.086 1.246
C2 1.227 -0.927 -1.338
C3 1.062 -2.038 -0.341
C4 1.638 -2.089 0.855
H4 1.213 -1.437 -2.310
H5 0.378 -0.236 -1.368
H6 2.194 -0.429 -1.309
H7 0.167 -2.624 -0.522
H8 1.437 -2.963 1.466
H9 2.229 -1.283 1.274

Output
**Orbital gap (alpha / beta)**: 2.785 / 7.926 eV
**Multiplicity**: 2
**Net charge**: -1

These are the Löwdin partial charges, in e, on atoms 1 to 6: atom 1 (C): -0.416, atom 2 (N): -0.182, atom 3 (H): -0.045, atom 4 (H): -0.052, atom 5 (H): -0.062, atom 6 (C): -0.207

Entry b
Molecular formula: C4H9N
Method: DFT, wB97M-V/def2-TZVPD

Element x y z (Å)
C1 1.415 -0.069 -1.086
C2 0.274 0.753 -0.455
C3 -0.636 -0.053 0.443
C4 -1.972 -0.100 0.246
N1 0.009 -0.691 1.448
H1 1.192 -0.447 -2.084
H2 1.611 -0.959 -0.483
H3 2.405 0.393 -1.127
H4 -0.233 1.181 -1.312
H5 0.583 1.603 0.151
H6 -2.408 0.302 -0.659
H7 -2.665 -0.103 1.079
H8 -0.575 -0.994 2.220
H9 0.999 -0.816 1.618

Output
**Orbital gap (alpha / beta)**: 3.137 / 8.234 eV
**Multiplicity**: 2
**Net charge**: -1

These are the Löwdin partial charges, in e, on atoms 1 to 6: atom 1 (C): -0.271, atom 2 (C): -0.277, atom 3 (C): -0.577, atom 4 (C): -0.090, atom 5 (N): 0.001, atom 6 (H): 0.045

Entry c
Molecular formula: C4H9N
Method: DFT, wB97M-V/def2-TZVPD

Element x y z (Å)
C1 -0.061 -2.759 -1.970
C2 -0.152 -2.335 -0.642
H1 0.780 -2.584 -2.643
H2 -0.971 -3.040 -2.510
H3 0.714 -2.487 0.065
H4 -0.931 -1.604 -0.247
C3 -0.785 1.661 0.520
C4 1.260 2.156 1.491
N1 0.513 2.302 0.516
H5 -1.722 2.290 0.881
H6 -0.775 0.636 1.162
H7 -1.019 1.649 -0.569
H8 2.346 2.180 1.508
H9 0.802 1.935 2.436

Output
**Orbital gap (alpha / beta)**: 2.960 / 5.558 eV
**Multiplicity**: 2
**Net charge**: -1

These are the Löwdin partial charges, in e, on atoms 1 to 6: atom 1 (C): -0.354, atom 2 (C): -0.354, atom 3 (H): -0.057, atom 4 (H): -0.055, atom 5 (H): -0.048, atom 6 (H): -0.047

Stability check: which of them is least stable? entry c.

Entry a
Molecular formula: C3H10NO2
Method: DFT, wB97M-V/def2-TZVPD

Element x y z (Å)
C1 0.599 -1.283 1.006
N1 0.175 0.032 0.550
C2 0.179 0.177 -0.942
C3 -1.173 -0.434 -1.510
O1 -1.889 -1.139 -0.613
H1 1.656 -1.332 1.241
H2 0.090 -1.693 1.894
H3 0.379 -2.106 0.300
H4 -0.810 0.054 0.800
H5 0.115 1.273 -0.952
H6 1.070 -0.243 -1.390
H7 -1.797 0.299 -2.125
H8 -0.808 -1.122 -2.314
H9 0.772 1.731 1.120
H10 0.699 3.066 1.904
O2 0.743 2.720 1.032

Output
**Orbital gap**: 6.355 eV
**Net charge**: -1

These are the Löwdin partial charges, in e, on atoms 1 to 6: atom 1 (C): -0.175, atom 2 (N): -0.180, atom 3 (C): -0.197, atom 4 (C): -0.521, atom 5 (O): -0.368, atom 6 (H): 0.047

Entry b
Molecular formula: C3H10NO2
Method: DFT, wB97M-V/def2-TZVPD

Element x y z (Å)
C1 -0.333 0.271 -0.803
O1 0.782 0.963 -0.529
C2 -0.970 -0.370 0.440
C3 -1.045 0.629 1.585
N1 -0.198 -1.534 0.913
H1 -1.114 0.858 -1.368
H2 -0.211 -0.578 -1.525
H3 -2.009 -0.707 0.300
H4 -0.033 0.878 1.887
H5 -1.570 0.185 2.422
H6 -1.567 1.534 1.252
H7 0.710 -1.202 1.221
H8 0.068 -2.068 0.084
H9 1.775 0.536 -1.556
H10 3.295 0.384 -1.983
O2 2.418 0.221 -2.341

Output
**Orbital gap**: 7.780 eV
**Net charge**: -1

These are the Löwdin partial charges, in e, on atoms 1 to 6: atom 1 (C): -0.472, atom 2 (O): -0.287, atom 3 (C): -0.471, atom 4 (C): -0.108, atom 5 (N): 0.004, atom 6 (H): 0.092

Stability check: which of them is least stable? entry a.

Entry a
Molecular formula: C3H10NO2
Method: DFT, wB97M-V/def2-TZVPD

Element x y z (Å)
C1 -1.045 -0.444 0.723
N1 -0.165 -0.048 -0.353
C2 1.232 -0.334 0.046
C3 1.766 0.954 0.905
O1 0.918 1.990 0.740
H1 -2.109 -0.199 0.591
H2 -0.810 -0.174 1.761
H3 -1.143 -1.546 0.795
H4 -0.097 1.002 -0.244
H5 1.718 -0.273 -0.929
H6 1.415 -1.262 0.587
H7 2.755 1.159 0.443
H8 1.985 0.635 1.950
H9 -2.636 -1.880 -1.129
H10 -1.408 -1.082 -1.533
O2 -2.170 -1.578 -1.908

Output
**Orbital gap**: 7.055 eV
**Net charge**: -1

These are the Löwdin partial charges, in e, on atoms 1 to 6: atom 1 (C): -0.213, atom 2 (N): -0.171, atom 3 (C): -0.221, atom 4 (C): -0.486, atom 5 (O): -0.357, atom 6 (H): 0.066

Entry b
Molecular formula: C3H10NO2
Method: DFT, wB97M-V/def2-TZVPD

Element x y z (Å)
C1 -0.455 0.186 0.532
O1 -0.632 -0.722 -0.559
C2 0.759 1.229 0.409
C3 0.308 1.976 -0.873
N1 2.078 0.617 0.115
H1 -1.320 0.771 0.763
H2 -0.082 -0.356 1.509
H3 0.597 1.960 1.315
H4 -0.001 1.199 -1.645
H5 1.085 2.649 -1.362
H6 -0.675 2.537 -0.828
H7 1.873 0.036 -0.731
H8 2.248 -0.293 0.707
H9 -1.234 -2.038 -0.152
H10 -1.532 -2.641 1.228
O2 -1.765 -2.839 0.307

Output
**Orbital gap**: 7.919 eV
**Net charge**: -1

These are the Löwdin partial charges, in e, on atoms 1 to 6: atom 1 (C): -0.395, atom 2 (O): -0.352, atom 3 (C): -0.468, atom 4 (C): -0.156, atom 5 (N): -0.026, atom 6 (H): 0.066

Entry c
Molecular formula: C3H10NO2
Method: DFT, wB97M-V/def2-TZVPD

Element x y z (Å)
C1 -0.360 0.437 -0.003
O1 -1.520 -0.121 0.419
C2 0.749 -0.623 -0.215
C3 2.152 -0.012 -0.301
N1 0.673 -1.638 0.835
H1 0.064 1.153 0.752
H2 -0.477 0.948 -0.994
H3 0.552 -1.131 -1.162
H4 2.859 -0.659 0.243
H5 2.401 0.060 -1.362
H6 2.097 1.017 0.079
H7 1.059 -1.250 1.694
H8 -0.339 -1.692 1.019
H9 -2.862 1.797 -0.315
H10 -3.379 0.414 -0.199
O2 -3.668 1.298 -0.491

Output
**Orbital gap**: 7.361 eV
**Net charge**: -1

These are the Löwdin partial charges, in e, on atoms 1 to 6: atom 1 (C): -0.482, atom 2 (O): -0.351, atom 3 (C): -0.492, atom 4 (C): -0.097, atom 5 (N): -0.005, atom 6 (H): 0.086

Stability check: which of them is least stable? entry a.